Entry 1:
{"formula": "C2H4INO2", "method": "ωB97M-V/def2-TZVPD", "symbols": ["O", "N", "O", "C", "C", "I", "H", "H", "H", "H"], "positions_angstrom": [[-2.302742, 0.401662, -0.593623], [-1.440208, 0.072344, 0.201916], [-1.519860, -0.607997, 1.163548], [-0.090370, 0.641943, -0.041843], [0.883380, -0.612225, -0.182685], [2.940286, -0.072060, 0.181493], [0.326697, 1.108325, 0.797153], [-0.234134, 1.308275, -0.925036], [0.384363, -1.291438, 0.586452], [1.052590, -0.948832, -1.187375]], "forces_ev_per_a": [[-0.236, -0.598, 0.515], [0.767, 2.359, -1.557], [-1.280, -1.705, 1.832], [1.198, -1.227, -2.760], [-1.141, 1.019, 0.868], [-0.370, -0.042, 0.423], [-0.323, 1.133, 1.407], [0.634, -0.597, 0.761], [1.639, 0.267, -1.233], [-0.888, -0.608, -0.256]], "mulliken_charge": [-0.553, 0.896, -0.545, -0.478, -0.872, 0.044, 0.337, 0.349, 0.447, 0.375], "relative_energy_kj_mol": 309.2, "smiles": "O=[N+]([O-])CCI", "e_homo_ev": -9.983, "gap_ev": 9.9, "e_lumo_ha": -0.0049, "mol_weight_da": 201.0, "energy_ev": -15821.0835}

=====

Entry 2:
{"formula": "C3H3NOS", "method": "ωB97M-V/def2-TZVPD", "symbols": ["S", "C", "C", "O", "C", "N", "H", "H", "H"], "positions_angstrom": [[-0.141075, -0.943825, 1.773104], [-0.060631, -0.138010, 0.206463], [0.347121, -0.715860, -1.011546], [0.208107, 0.291908, -1.953935], [-0.016362, 1.400032, -1.244655], [-0.155785, 1.232909, 0.029495], [-0.511339, 0.066985, 2.571059], [0.677575, -1.594763, -1.495223], [-0.104152, 2.386378, -1.722037]], "forces_ev_per_a": [[0.048, -0.383, -0.155], [1.891, -0.921, -1.295], [-1.840, 2.134, 1.223], [0.834, 0.491, 0.437], [-0.466, 0.952, 0.155], [-0.607, -0.596, -0.243], [0.031, 0.269, -0.430], [-0.035, -1.070, 0.401], [0.145, -0.874, -0.092]], "mulliken_charge": [-0.271, 0.268, -0.211, -0.305, 0.084, -0.481, 0.149, 0.401, 0.367], "relative_energy_kj_mol": 59.9, "smiles": "Sc1cocn1", "e_homo_ev": -8.594, "gap_ev": 9.5, "e_lumo_ha": 0.0330, "mol_weight_da": 101.1, "energy_ev": -17531.3191}

=====

What did the first record say?
{"formula": "C2H4INO2", "method": "ωB97M-V/def2-TZVPD", "symbols": ["O", "N", "O", "C", "C", "I", "H", "H", "H", "H"], "positions_angstrom": [[-2.302742, 0.401662, -0.593623], [-1.440208, 0.072344, 0.201916], [-1.519860, -0.607997, 1.163548], [-0.090370, 0.641943, -0.041843], [0.883380, -0.612225, -0.182685], [2.940286, -0.072060, 0.181493], [0.326697, 1.108325, 0.797153], [-0.234134, 1.308275, -0.925036], [0.384363, -1.291438, 0.586452], [1.052590, -0.948832, -1.187375]], "forces_ev_per_a": [[-0.236, -0.598, 0.515], [0.767, 2.359, -1.557], [-1.280, -1.705, 1.832], [1.198, -1.227, -2.760], [-1.141, 1.019, 0.868], [-0.370, -0.042, 0.423], [-0.323, 1.133, 1.407], [0.634, -0.597, 0.761], [1.639, 0.267, -1.233], [-0.888, -0.608, -0.256]], "mulliken_charge": [-0.553, 0.896, -0.545, -0.478, -0.872, 0.044, 0.337, 0.349, 0.447, 0.375], "relative_energy_kj_mol": 309.2, "smiles": "O=[N+]([O-])CCI", "e_homo_ev": -9.983, "gap_ev": 9.9, "e_lumo_ha": -0.0049, "mol_weight_da": 201.0, "energy_ev": -15821.0835}